# 1
9
Properties=species:S:1:pos:R:3 method="wB97M-V/def2-TZVPD" max_force_ev_per_a=3.892 e_homo_ev="-10.764 / -8.257" e_tot_ha=-280.20900 e_lumo_ev="-0.8 / -1.8"
H -0.5952 -2.0624 0.1707
N -0.4257 -1.1743 -0.3005
C -0.3463 1.7597 0.0247
H -0.0394 0.4487 1.6961
C 0.8718 -0.4584 -0.1055
H -0.8643 -1.1175 -1.2178
N 2.0357 -0.6637 -0.3891
C 0.1082 0.5527 0.6223
N -0.7449 2.7153 -0.5010

# 2
9
Properties=species:S:1:pos:R:3 method="wB97M-V/def2-TZVPD" max_force_ev_per_a=4.658 multiplicity=3 e_homo_ev="-8.081 / -9.911" e_tot_ha=-280.12192 s2=2.04 e_lumo_ev="0.5 / -1.2"
N 0.1168 0.4046 -1.2259
C -1.7555 -0.6893 -0.2318
H -1.7234 0.3663 -2.0019
N -1.1472 -0.0393 -1.1820
H 1.9877 0.6791 -0.6632
H 0.4175 -1.2335 2.2310
C 0.9643 0.3754 -0.1966
N 0.3880 -0.1559 2.1711
C 0.7518 0.2925 1.0994

# 3
10
Properties=species:S:1:pos:R:3 method="wB97M-V/def2-TZVPD" max_force_ev_per_a=0.675 e_homo_ev=-9.818 e_tot_ha=-355.49708 e_lumo_ev=-0.1
C 0.9414 -0.7350 0.3022
N 1.5500 0.4111 0.1963
H -1.8928 -1.3088 0.7804
H -0.5467 -1.2021 -1.2725
H 2.3916 0.6923 0.6883
N 0.9221 1.4018 -0.7107
C -1.3812 -0.3538 0.5504
N -0.0954 0.8791 -1.1486
C -0.2768 -0.4440 -0.5344
O -1.6120 0.6594 1.1484

# 4
10
Properties=species:S:1:pos:R:3 method="wB97M-V/def2-TZVPD" max_force_ev_per_a=7.125 smiles="N#CN1N=CCO1" e_homo_ev=-10.196 e_tot_ha=-355.42934 e_lumo_ev=0.1
H -2.0115 1.0217 0.4348
C -1.0411 0.6183 -0.0244
O 0.1054 1.0131 0.7002
N 0.9367 -0.1360 0.8552
H -0.9912 0.8564 -1.1915
N 0.2802 -1.2137 0.3537
C 2.2868 -0.0122 -0.1759
C -0.9399 -0.9671 0.0988
N 3.1539 0.3355 -0.8040
H -1.7793 -1.5160 -0.2469

# 5
10
Properties=species:S:1:pos:R:3 method="wB97M-V/def2-TZVPD" max_force_ev_per_a=2.085 smiles="N=C=CC=O.N#N" e_homo_ev=-9.691 e_tot_ha=-355.59607 e_lumo_ev=0.3
N 2.4143 -0.2740 0.2316
C -0.5561 0.8879 -0.1145
O 0.1528 -0.6053 1.5738
H -0.7413 1.9218 -0.3769
N -1.6314 -0.9924 -1.4303
N 2.0635 -1.3158 0.2906
H 0.4819 1.3797 1.7258
C 0.0584 0.5281 1.1608
C -1.0732 -0.0909 -0.8448
H -1.1689 -1.4390 -2.2161

# 6
10
Properties=species:S:1:pos:R:3 method="wB97M-V/def2-TZVPD" max_force_ev_per_a=2.005 smiles="N=C=CC=O.N#N" e_homo_ev=-9.582 e_tot_ha=-355.58791 e_lumo_ev=0.7
C 0.0214 0.3607 -1.5096
N 1.2128 -1.5195 -0.2757
N -0.2196 0.3165 2.2127
H -1.7277 1.1272 -0.4442
O 1.0542 0.8573 -1.8857
C -0.7465 0.7001 -0.2459
C -0.4663 0.4623 1.0209
N 1.8643 -1.3417 0.5929
H -0.4981 -0.4034 -2.1266
H -0.4945 -0.5595 2.6612

# 7
10
Properties=species:S:1:pos:R:3 method="wB97M-V/def2-TZVPD" max_force_ev_per_a=1.778 smiles="N=C=CC=O.N#N" e_homo_ev=-9.468 e_tot_ha=-355.60315 e_lumo_ev=0.6
N 2.0261 -0.1835 0.2409
O -0.9610 0.4740 -0.7764
C 1.0286 -0.8602 0.2734
H -0.3490 -2.3730 0.8576
C -0.1851 -1.3992 0.4126
C -1.2251 -0.5501 -0.1831
N 0.1407 2.8477 -0.3286
N -0.8138 2.9271 0.2130
H -2.2789 -0.8803 -0.1175
H 2.6080 -0.0166 -0.5689

# 8
10
Properties=species:S:1:pos:R:3 method="wB97M-V/def2-TZVPD" max_force_ev_per_a=1.362 e_homo_ev=-9.888 e_tot_ha=-355.51906 e_lumo_ev=-0.5
H -0.4326 1.9343 0.0866
C 0.0641 0.0355 -0.9009
N 0.8093 -1.6043 0.6166
H 0.4181 -0.3795 -2.6963
O -0.9346 0.4635 2.5892
C -0.5940 0.5018 1.4723
N -0.0980 0.2990 -2.1281
H 0.3783 -0.8833 1.2959
C -0.3934 0.8586 0.2074
N 0.7828 -1.2256 -0.5428

# 9
10
Properties=species:S:1:pos:R:3 method="wB97M-V/def2-TZVPD" max_force_ev_per_a=0.661 smiles="O=Cn1cncn1" e_homo_ev=-10.749 e_tot_ha=-355.59123 e_lumo_ev=0.3
O 2.7027 -0.1118 0.5899
H 0.0096 2.0099 -0.6046
C 1.7121 -0.2772 -0.0462
H 1.6551 -0.7849 -1.0213
N -0.3975 -0.9668 0.6310
C -1.5771 -0.5858 0.2116
N -1.6277 0.6646 -0.3378
C -0.3846 1.0629 -0.2540
N 0.3801 0.1223 0.3698
H -2.4285 -1.2481 0.2735

# 10
10
Properties=species:S:1:pos:R:3 method="wB97M-V/def2-TZVPD" max_force_ev_per_a=0.688 e_homo_ev=-9.623 e_tot_ha=-355.47536 e_lumo_ev=0.7
H 0.7593 -1.9301 0.3402
H 0.0808 -0.8417 -1.8029
H -0.5685 2.8264 -1.0000
C 0.1151 -0.2770 -0.8771
N -1.0363 -1.2576 1.1950
C 0.1841 -1.0030 0.4141
N -0.5614 -0.5979 2.1407
O 0.6359 -0.2077 1.5383
N 0.2693 2.2481 -1.0152
C 0.1218 1.0406 -0.9332

Across the entries above, ΔE to the lowest compared entry with this formula, charge and spin takes the values 107.8, 62.6, 89.6, 132.1, 27.5, 32.6, 23.1, 75.8, 30.5, 103.2 kcal/mol, respectively.